[1]
Here is a 6-piece molecular cluster, C6H26NO5 overall at a distorted geometry from the Open Molecules 2025 dataset. Energies are from ωB97M-V with the def2-TZVPD basis set.

```
38
Properties=species:S:1:pos:R:3
C -1.46 0.36 1.69
C -1.13 -0.84 0.79
C -1.12 -2.18 1.43
C 0.22 -2.95 1.25
C 1.45 -1.95 1.69
C 0.54 -3.24 -0.19
N -2.10 -0.73 -0.42
H -0.78 0.56 2.50
H -1.50 1.22 1.00
H -2.35 0.05 2.21
H -0.12 -0.61 0.45
H -1.95 -2.77 1.12
H -1.36 -1.97 2.57
H 0.26 -3.90 1.83
H 1.56 -1.14 0.96
H 2.47 -2.50 1.62
H 1.44 -1.58 2.69
H 1.48 -2.99 -0.65
H 0.12 -4.24 -0.50
H -0.05 -2.52 -0.81
H -2.57 -1.63 -0.53
H -2.73 0.06 -0.29
H -1.60 -0.65 -1.30
H 3.37 1.73 1.72
H 3.16 3.21 1.59
O 2.69 2.38 1.48
H 1.11 3.28 -1.86
H 1.66 4.03 -3.16
O 1.20 3.27 -2.83
H -0.12 2.65 -3.23
H -1.26 2.47 -4.45
O -0.90 2.14 -3.62
H 0.51 -0.09 -3.39
H -0.52 0.68 -3.04
O -0.23 -0.21 -2.76
H 0.13 2.75 1.24
H 0.61 4.23 1.64
O -0.14 3.63 1.57
```

## Properties
- DFT total energy (Eh) = -674.87927
- orbital gap (eV) = 11.4
- highest occupied orbital energy (hartree) = -0.51669
- relative energy (zero: lowest compared OMol25 entry of this formula, charge and spin) (kJ/mol) = 169.79
- F_max (hartree/bohr) = 0.0715
- lowest unoccupied orbital energy (eV) = -2.61
- net charge = +1

=====

[2]
Here is a 7-piece molecular cluster, C6H26O7 overall at a distorted geometry from the Open Molecules 2025 dataset. Energies are from ωB97M-V with the def2-TZVPD basis set.

```
39
Properties=species:S:1:pos:R:3
C 17.73 -2.22 1.59
C 16.40 -2.86 2.08
C 16.42 -2.70 3.56
O 15.42 -2.11 1.44
H 17.77 -1.14 1.46
H 17.93 -2.60 0.58
H 18.59 -2.46 2.22
H 16.48 -3.91 1.83
H 17.27 -3.23 3.99
H 15.54 -3.11 4.07
H 16.45 -1.66 3.87
H 14.57 -2.48 1.70
C 16.25 -7.75 3.15
C 14.85 -7.08 3.13
C 13.85 -7.87 4.00
O 14.96 -5.84 3.75
H 16.93 -7.28 2.43
H 16.18 -8.67 2.58
H 16.70 -7.94 4.13
H 14.40 -6.88 2.15
H 14.13 -8.25 4.98
H 13.44 -8.70 3.42
H 13.02 -7.18 4.15
H 14.45 -5.28 3.16
O 13.32 -8.07 8.87
H 13.76 -7.38 8.37
H 12.60 -7.63 9.31
O 11.87 -6.13 7.63
H 11.80 -5.75 6.75
H 11.06 -5.88 8.06
O 14.96 -5.66 6.53
H 15.02 -5.39 5.61
H 14.35 -6.40 6.52
O 16.27 -9.44 6.33
H 15.54 -9.80 5.83
H 15.85 -8.94 7.03
O 17.57 -5.72 5.72
H 17.55 -6.06 4.82
H 16.65 -5.61 5.95
```

## Properties
- SMILES string = CC(C)O.CC(C)O.O.O.O.O.O
- DFT total energy (Eh) = -770.81987
- orbital gap (eV) = 10.4
- highest occupied orbital energy (hartree) = -0.38805
- relative energy (zero: lowest compared OMol25 entry of this formula, charge and spin) (kJ/mol) = 216.14
- F_max (hartree/bohr) = 0.0637
- lowest unoccupied orbital energy (eV) = -0.11
- net charge = 0

=====

[3]
Here is a 8-piece molecular cluster, C6H26O8 overall at a distorted geometry from the Open Molecules 2025 dataset. Energies are from ωB97M-V with the def2-TZVPD basis set.

```
40
Properties=species:S:1:pos:R:3
C 0.40 -0.41 1.85
C 1.31 0.52 1.53
C 1.29 1.99 1.99
C 2.54 0.08 0.82
C 2.68 0.65 -0.58
C 1.50 0.40 -1.46
O 1.37 -0.91 -1.87
H 0.45 -1.48 1.91
H -0.50 -0.15 2.38
H 0.85 2.18 3.07
H 2.24 2.28 2.25
H 0.89 2.78 1.29
H 3.55 0.34 1.24
H 2.90 -0.93 1.06
H 2.73 1.79 -0.66
H 3.55 0.21 -1.02
H 1.61 0.83 -2.44
H 0.54 0.90 -1.24
H 1.70 -1.51 -1.24
O -0.76 -2.19 3.90
H 0.16 -2.28 3.99
H -1.19 -2.73 3.19
O -0.41 -4.03 -0.80
H -0.33 -3.88 -1.79
H -0.22 -3.11 -0.61
O -2.26 2.20 -2.23
H -2.21 1.22 -2.17
H -1.58 2.35 -2.98
O -0.78 -1.82 -2.81
H -0.85 -1.14 -3.48
H -0.14 -1.49 -2.15
O -2.61 0.66 1.88
H -2.05 1.36 1.61
H -2.12 0.20 2.55
O -3.07 -0.57 -0.80
H -3.37 -0.34 0.24
H -3.14 0.33 -1.25
O 0.66 3.52 -0.65
H 0.01 3.74 -1.30
H 1.12 4.27 -0.42
```

## Properties
- SMILES string = C=C(C)CCCO.O.O.O.O.O.O.O
- DFT total energy (Eh) = -845.96423
- orbital gap (eV) = 9.7
- highest occupied orbital energy (hartree) = -0.35632
- relative energy (zero: lowest compared OMol25 entry of this formula, charge and spin) (kJ/mol) = 437.75
- F_max (hartree/bohr) = 0.0859
- lowest unoccupied orbital energy (eV) = 0.01
- net charge = 0

=====

[4]
Here is C6H27B3NNa as an isolated structure at a distorted geometry from the Open Molecules 2025 dataset. Energies are from ωB97M-V with the def2-TZVPD basis set.

```
38
Properties=species:S:1:pos:R:3
Na 0.93 0.62 -0.26
B 2.46 -0.59 1.62
H 2.11 -1.65 1.13
H 3.09 -0.88 2.62
H 3.16 0.03 0.88
H 1.53 0.09 1.95
B 3.05 0.36 -2.18
H 2.77 -0.43 -1.33
H 2.22 1.22 -2.17
H 4.14 0.84 -1.97
H 3.02 -0.23 -3.25
B 1.58 2.96 0.69
H 2.30 2.13 0.21
H 0.96 2.48 1.61
H 2.35 3.78 1.14
H 0.92 3.43 -0.22
C -1.45 -2.94 0.18
C -0.59 -1.67 0.20
N -1.36 -0.42 0.13
C -2.10 -0.19 1.36
C -2.25 1.29 1.68
C -2.14 -0.26 -1.09
C -1.29 -0.08 -2.32
H -1.86 -3.14 -0.82
H -2.24 -2.89 0.93
H -0.82 -3.81 0.40
H 0.01 -1.64 1.11
H 0.14 -1.76 -0.61
H -3.11 -0.63 1.23
H -1.65 -0.69 2.22
H -2.88 1.79 0.92
H -2.75 1.50 2.62
H -1.31 1.83 1.52
H -2.80 0.60 -0.92
H -2.87 -1.09 -1.19
H -0.47 -0.78 -2.44
H -0.87 0.93 -2.36
H -1.93 -0.12 -3.21
```

## Properties
- DFT total energy (Eh) = -536.26381
- orbital gap (eV) = 5.7
- highest occupied orbital energy (hartree) = -0.05580
- relative energy (zero: lowest compared OMol25 entry of this formula, charge and spin) (kJ/mol) = 34.42
- F_max (hartree/bohr) = 0.0315
- lowest unoccupied orbital energy (eV) = 4.15
- net charge = -2

=====

[5]
Here is a 7-piece molecular cluster, C6H27N12O7 overall at a distorted geometry from the Open Molecules 2025 dataset. Energies are from ωB97M-V with the def2-TZVPD basis set.

```
52
Properties=species:S:1:pos:R:3
O 0.65 -0.61 0.52
H 1.14 -0.42 -0.28
H 0.40 0.22 0.92
H -0.20 -0.93 0.23
C -1.64 1.13 -1.61
O -1.54 0.21 -0.87
N -1.13 1.14 -2.78
N -2.17 2.27 -1.31
H -0.35 0.55 -3.03
H -1.16 2.00 -3.31
H -2.73 2.00 -0.52
H -2.38 3.09 -1.86
C -1.96 -2.10 2.61
O -1.00 -2.21 1.86
N -2.74 -1.07 2.65
N -2.22 -2.87 3.63
H -3.40 -1.01 3.41
H -2.69 -0.43 1.87
H -2.97 -2.69 4.27
H -1.55 -3.60 3.82
C -0.18 -3.65 -1.40
O 0.34 -3.48 -2.51
N 0.12 -4.48 -0.43
N -1.07 -2.92 -0.88
H -0.30 -4.45 0.48
H 0.87 -5.15 -0.57
H -1.36 -3.00 0.09
H -1.65 -2.37 -1.50
C 1.80 -0.05 -3.01
O 1.91 -0.31 -1.81
N 1.18 -0.70 -3.98
N 2.43 0.97 -3.51
H 0.99 -0.23 -4.86
H 0.48 -1.34 -3.65
H 2.43 1.04 -4.52
H 3.12 1.32 -2.87
C -0.96 1.84 2.78
O -0.20 1.25 1.98
N -1.43 1.34 3.89
N -1.50 3.03 2.47
H -2.04 1.90 4.47
H -0.95 0.48 4.12
H -1.78 3.70 3.17
H -1.15 3.33 1.57
C 3.34 1.70 0.37
O 2.93 1.01 1.20
N 4.32 1.58 -0.46
N 2.80 2.88 0.13
H 5.11 1.08 -0.08
H 4.46 2.29 -1.16
H 2.32 3.34 0.89
H 3.26 3.38 -0.62
```

## Properties
- DFT total energy (Eh) = -1428.48130
- orbital gap (eV) = 9.5
- highest occupied orbital energy (hartree) = -0.42547
- relative energy (zero: lowest compared OMol25 entry of this formula, charge and spin) (kJ/mol) = 368.39
- F_max (hartree/bohr) = 0.1679
- lowest unoccupied orbital energy (eV) = -2.05
- net charge = +1

=====

[6]
Here is a 9-piece molecular cluster, C6H27NO8 overall at a distorted geometry from the Open Molecules 2025 dataset. Energies are from ωB97M-V with the def2-TZVPD basis set.

```
42
Properties=species:S:1:pos:R:3
C -0.53 -0.98 -2.96
C -0.04 0.20 -2.57
C 1.30 0.33 -1.94
N 1.23 1.23 -0.74
C 0.46 0.71 0.33
C 0.69 1.03 1.60
C -0.28 0.69 2.71
H 0.01 -1.96 -2.87
H -1.48 -1.10 -3.43
H -0.61 1.09 -2.71
H 1.79 -0.68 -1.74
H 2.00 0.78 -2.68
H 2.16 1.53 -0.49
H -0.34 0.10 -0.04
H 1.51 1.63 1.87
H -0.80 -0.27 2.48
H 0.20 0.62 3.65
H -1.11 1.38 2.80
O 3.74 0.40 0.25
H 3.31 -0.45 0.20
H 4.68 0.23 0.09
O -0.02 -2.35 0.71
H -0.24 -3.26 0.50
H -0.84 -1.87 0.57
O -3.41 0.22 -1.66
H -2.62 0.74 -2.00
H -2.99 -0.44 -1.14
O -1.25 2.86 -1.06
H -1.15 3.75 -0.64
H -0.37 2.49 -1.06
O -2.83 1.51 0.61
H -2.24 2.01 0.06
H -3.57 1.46 0.03
O -2.34 -1.06 0.45
H -3.01 -1.44 0.96
H -2.37 -0.05 0.66
O 2.62 -2.01 0.25
H 1.67 -1.99 0.16
H 2.72 -2.23 1.14
O 1.69 -1.87 2.74
H 1.75 -0.99 2.75
H 0.91 -2.01 2.15
```

## Properties
- SMILES string = C=CCN/C=C/C.O.O.O.O.O.O.O.O
- DFT total energy (Eh) = -901.44808
- orbital gap (eV) = 8.6
- highest occupied orbital energy (hartree) = -0.30320
- relative energy (zero: lowest compared OMol25 entry of this formula, charge and spin) (kJ/mol) = 207.89
- F_max (hartree/bohr) = 0.1011
- lowest unoccupied orbital energy (eV) = 0.33
- net charge = 0